(1)
# H41O20

A structure of composition H41O20 (wB97M-V/def2-TZVPD, OMol25).

Each line ends with the natural charge from an NBO analysis.
CARTESIAN COORDINATES (ANGSTROEM)
O  -2.2195  -0.0975  -2.3205  -0.9334
H  1.8201  -2.3392  3.5147  0.4828
O  0.1362  4.8608  -0.8562  -0.9174
H  0.2003  3.9253  -0.9438  0.4301
H  0.4395  5.2630  -1.7919  0.4829
O  -3.3341  0.4009  3.7369  -0.9433
H  -2.8844  1.2635  3.7522  0.4838
H  -4.1882  0.5973  3.2593  0.4704
O  -4.6497  0.8002  -3.1615  -0.9471
H  -5.0259  -0.0703  -3.0862  0.4731
H  0.6790  1.9736  2.8254  0.4813
O  2.0768  -5.4219  1.0859  -0.9621
H  3.0363  2.3894  -3.4085  0.4503
H  -4.2661  0.8685  -4.0189  0.4758
O  3.5033  2.9349  -4.0941  -0.9192
H  -0.7213  -1.6367  1.4618  0.4895
H  3.8107  3.6212  -3.3919  0.4690
O  0.5202  -1.4242  -1.8754  -0.9559
H  1.2114  2.1609  4.3200  0.4969
H  0.2254  -0.6461  0.8618  0.4925
O  2.8630  3.2663  2.0126  -0.9993
H  3.1677  3.9763  1.4210  0.4733
H  2.3194  3.6227  2.7473  0.5128
O  2.0305  0.1870  -4.6703  -0.9560
H  2.3848  0.2470  -5.5766  0.4865
H  1.9091  -4.9669  0.2870  0.4705
O  0.6129  0.2025  5.0400  -0.9633
H  -0.3345  0.0435  4.9392  0.4865
H  0.8076  0.4185  5.9339  0.4839
O  -3.4524  -0.6829  0.9627  -0.9670
H  -3.6352  -0.5197  1.9189  0.4889
H  1.3234  -1.4303  -1.3913  0.5212
O  2.2980  -0.3782  0.4436  -0.9864
H  1.7078  -1.0254  0.8378  0.4940
H  2.4225  0.4034  1.0013  0.4838
O  -0.0907  0.4665  -3.1545  -0.8935
H  -0.9664  0.8119  -2.7036  0.5501
H  -0.1386  0.7444  -4.0312  0.5195
O  2.2690  -2.8330  2.8027  -0.9567
H  -2.3682  -2.9581  -1.5579  0.5068
H  3.0945  -2.3173  2.7321  0.4760
O  0.8681  2.7092  3.5071  -0.9926
H  -4.1716  -0.3286  0.4594  0.4689
H  -2.7346  0.2259  -1.5906  0.4942
O  -1.4342  -3.1510  -1.4402  -1.0223
H  0.2562  -0.5326  -2.7043  0.5336
H  -0.9863  -3.5066  -0.6027  0.5353
O  -0.6266  2.0752  -1.3782  -0.9319
H  -1.3737  2.7106  -1.5131  0.4944
H  0.1726  2.5820  -1.5481  0.4601
O  -0.0624  -1.5789  0.7496  -0.9955
H  -1.8324  -0.9319  -2.0210  0.4922
H  -0.2298  -2.1081  -1.4701  0.5487
O  -0.0256  1.0059  1.4010  -0.9625
H  0.7177  1.5213  1.0982  0.5017
H  -0.8783  1.3738  1.2843  0.5076
O  -0.7314  -4.3351  0.6620  -0.9532
H  0.2130  -4.6048  0.8715  0.5089
H  -1.1620  -5.2047  0.7856  0.4985
H  2.6129  -4.9761  1.7501  0.5102
H  2.8140  0.3531  -4.1639  0.4721

Cartesian forces, eV/Å:
O -0.48 -0.53 0.02
H -0.03 -0.49 -0.33
O 0.96 2.66 -3.08
H 0.16 -0.46 0.16
H -1.04 -1.44 3.26
O -1.13 0.62 -0.99
H -0.19 -0.34 0.04
H 1.15 -0.07 1.15
O -0.47 0.72 1.20
H -0.19 -0.47 -0.21
H 0.31 1.58 1.87
O -0.63 -1.72 1.31
H 0.23 0.11 -1.34
H 0.37 -0.11 -0.98
O -0.04 1.09 3.68
H 0.18 -0.45 -0.36
H -0.22 -1.16 -2.29
O -2.63 -1.74 -0.44
H -1.16 1.41 -2.36
H -0.93 -0.25 -0.38
O 0.29 0.22 -0.61
H -0.28 -0.22 0.70
H 0.18 -0.21 -0.70
O -0.09 -0.05 -1.22
H -0.40 -0.08 0.35
H 0.75 1.18 -1.00
O -0.04 -0.37 -1.54
H 0.22 0.12 0.38
H -0.11 0.10 1.28
O 0.70 -0.14 1.06
H 0.35 -0.21 -1.12
H 1.11 0.23 0.85
O 0.77 0.57 -0.76
H 0.28 -0.19 0.73
H 0.06 -0.63 0.11
O -0.83 0.82 2.04
H 1.72 -1.40 -0.38
H 0.67 0.02 -2.66
O 0.43 0.97 0.48
H 0.14 -0.47 1.07
H -0.30 -0.45 -0.17
O 0.32 -2.86 1.28
H -0.83 0.28 -0.18
H -0.60 0.11 0.50
O 1.63 0.85 -1.13
H 0.10 -0.02 0.25
H -2.04 -0.28 -0.02
O -1.42 1.22 0.52
H 0.90 -0.51 0.26
H 0.05 -0.57 -0.49
O -0.23 0.36 0.74
H 0.01 0.10 0.16
H 1.44 1.57 -1.31
O 1.25 -1.44 1.14
H -0.32 0.84 -0.71
H -0.92 1.08 -0.64
O 1.59 -1.61 0.91
H -1.10 0.68 0.12
H -0.15 0.66 -0.29
H -0.18 0.68 -0.55
H 0.67 0.06 0.63

Its HOMO energy is -13.189 eV. For the energy relative to the best compared isomer or geometry (same formula, charge and spin), the calculation gives 97.3 kcal/mol. Its charge is +1. As for the spin multiplicity: 1. As for the max |F|: 0.081 Eh/bohr.

---

(2)
# C4H6Br3NO3

A structure of composition C4H6Br3NO3 (wB97M-V/def2-TZVPD, OMol25).

Each line ends with the natural charge from an NBO analysis.
CARTESIAN COORDINATES (ANGSTROEM)
C  0.8799  0.6697  0.3003  -0.6435
C  0.0892  -0.5900  0.4763  -0.1034
C  -1.4245  -0.5362  -0.8027  0.0756
C  -2.6558  -0.0449  -0.0215  -0.2853
N  0.7018  -1.7746  0.0751  0.5008
O  1.8312  -1.7035  -0.3550  -0.3931
O  0.0510  -2.7704  0.1773  -0.3942
O  -1.6368  -1.6758  -1.3733  -0.6720
Br  -4.2695  0.2736  -1.3159  0.0393
Br  -2.5353  1.5929  1.0705  0.1149
Br  -3.2207  -1.4652  1.1539  0.1074
H  1.0351  0.7757  -0.8175  0.2285
H  1.6042  0.5409  1.0110  0.2324
H  0.2886  1.5363  0.5563  0.2286
H  -0.2731  -0.7814  1.4449  0.2250
H  -0.9638  0.2210  -1.6036  0.2306
H  -2.0357  -2.3615  -0.7445  0.5084

Cartesian forces, eV/Å:
C -2.62 -0.34 -2.69
C -3.76 2.30 -2.21
C 2.93 3.57 1.41
C -1.28 0.84 -0.23
N 1.53 0.13 -0.57
O 0.86 -0.39 -0.56
O -0.76 -2.06 0.36
O -0.90 -3.25 -0.65
Br 1.47 -0.23 0.77
Br 0.33 -0.68 -0.73
Br -0.09 -0.15 0.21
H 1.06 -0.08 1.56
H 2.97 0.42 0.92
H -0.34 0.06 0.34
H -0.86 0.02 1.15
H -1.33 -1.37 1.91
H 0.81 1.22 -0.96

Its HOMO energy is -10.159 eV. For the energy relative to the best compared isomer or geometry (same formula, charge and spin), the calculation gives 30.0 kcal/mol. As for the spin multiplicity: 1. As for the max |F|: 0.096 Eh/bohr.

---

(3)
# C28H40HfI2O2Se

A structure of composition C28H40HfI2O2Se (wB97M-V/def2-TZVPD, OMol25).

Each line ends with the Löwdin charge.
CARTESIAN COORDINATES (ANGSTROEM)
Hf  -2.6966  -1.8293  -2.0409  1.3367
C  2.8774  -0.9932  3.1643  -0.0266
C  2.7993  -2.2521  2.2909  -0.5512
C  3.9592  -2.2321  1.2980  -0.0528
C  2.9242  -3.5033  3.1694  -0.0283
C  1.4473  -2.2746  1.5790  -0.1260
C  1.3304  -2.2721  0.1919  -0.0364
C  0.0623  -2.3041  -0.3608  -0.3842
Se  -0.0663  -2.0934  -2.2877  1.2159
C  0.0259  -0.1445  -2.3248  -0.3771
C  1.2586  0.4142  -2.0940  -0.0403
C  1.3533  1.8073  -1.9708  -0.1250
C  0.1836  2.5394  -2.0727  0.0618
C  -1.0992  2.0018  -2.3036  -0.0722
C  -1.1297  0.6334  -2.4440  -0.2613
O  -2.3072  -0.1136  -2.6926  -0.3228
C  -2.2785  2.9786  -2.3781  -0.5321
C  -2.3303  3.7891  -1.0756  -0.0291
C  -3.6429  2.3095  -2.5597  -0.0592
C  -2.0498  3.9219  -3.5677  -0.0239
C  2.7209  2.4440  -1.7262  -0.5512
C  3.6506  2.0864  -2.8922  -0.0299
C  3.2952  1.8869  -0.4178  -0.0344
C  2.6315  3.9648  -1.6150  -0.0501
C  -1.0802  -2.3514  0.4244  -0.2729
O  -2.2966  -2.3926  -0.2923  -0.3200
C  -1.0214  -2.3404  1.8077  -0.0746
C  0.2722  -2.2999  2.3334  0.0671
C  -2.2658  -2.3639  2.6951  -0.5319
C  -3.1200  -1.1186  2.4196  -0.0308
C  -3.0684  -3.6425  2.4210  -0.0278
C  -1.8989  -2.3485  4.1799  -0.0504
H  3.8404  -0.9578  3.6739  0.0977
H  2.7792  -0.0865  2.5642  0.0856
H  2.1011  -0.9785  3.9299  0.0842
H  4.9016  -2.2156  1.8448  0.0988
H  3.9758  -3.1170  0.6585  0.0944
H  3.9433  -1.3430  0.6628  0.0722
H  3.8873  -3.4999  3.6802  0.0970
H  2.1490  -3.5426  3.9351  0.0834
H  2.8614  -4.4165  2.5763  0.0968
H  2.2079  -2.2555  -0.4383  0.1046
H  2.1427  -0.2035  -2.0103  0.1121
H  0.2508  3.6119  -1.9765  0.1035
H  -2.4906  3.1416  -0.2113  0.0940
H  -1.4236  4.3648  -0.8986  0.0843
H  -3.1586  4.4965  -1.1250  0.0976
H  -3.8900  1.6459  -1.7265  0.0764
H  -4.3994  3.0948  -2.5728  0.0969
H  -3.7236  1.7567  -3.4950  0.0843
H  -1.1288  4.4954  -3.4711  0.0870
H  -2.0065  3.3713  -4.5084  0.0981
H  -2.8743  4.6327  -3.6287  0.0979
H  3.7977  1.0090  -2.9858  0.0814
H  3.2619  2.4582  -3.8410  0.0978
H  4.6321  2.5339  -2.7337  0.0972
H  3.4365  0.8048  -0.4614  0.0632
H  4.2710  2.3319  -0.2218  0.0984
H  2.6456  2.1108  0.4304  0.0943
H  2.2508  4.4225  -2.5295  0.0945
H  2.0036  4.2808  -0.7798  0.0932
H  3.6284  4.3690  -1.4421  0.0974
H  0.3758  -2.2989  3.4079  0.1056
H  -3.4796  -1.0774  1.3896  0.0609
H  -3.9967  -1.1275  3.0683  0.0965
H  -2.5615  -0.2050  2.6281  0.0980
H  -3.4418  -3.6963  1.3985  0.0685
H  -2.4654  -4.5312  2.6105  0.1006
H  -3.9279  -3.6768  3.0917  0.0963
H  -1.3530  -1.4483  4.4655  0.0959
H  -2.8204  -2.3665  4.7616  0.0977
H  -1.3122  -3.2188  4.4766  0.0974
I  -5.4027  -2.5953  -2.7436  0.2860
I  -7.9271  -1.9814  -2.3109  0.3731

Cartesian forces, eV/Å:
Hf -0.91 0.03 0.01
C 0.01 0.03 0.04
C -0.06 0.00 -0.11
C 0.10 0.01 -0.03
C 0.01 -0.03 0.06
C -0.01 -0.02 -0.01
C -0.10 -0.04 0.19
C 0.42 0.04 -0.02
Se 0.37 -0.01 -0.04
C 0.40 -0.04 0.11
C -0.08 0.22 -0.02
C 0.04 -0.09 0.00
C -0.09 0.01 -0.05
C 0.24 0.25 -0.01
C -0.54 -0.60 -0.15
O 0.53 0.24 0.60
C 0.04 -0.10 -0.03
C -0.04 0.03 0.06
C -0.12 0.05 0.06
C -0.03 0.03 -0.04
C -0.11 -0.01 -0.03
C 0.08 -0.02 -0.04
C 0.05 -0.04 0.06
C 0.02 0.04 0.01
C -0.56 0.02 -0.62
O 0.54 0.45 0.20
C 0.24 -0.02 0.20
C -0.03 -0.02 0.01
C 0.04 -0.01 -0.04
C -0.08 0.03 -0.03
C -0.08 -0.05 0.03
C -0.03 0.00 0.08
H 0.01 -0.01 0.01
H 0.00 0.00 -0.03
H -0.01 0.00 0.01
H 0.00 0.00 0.01
H -0.03 -0.03 0.02
H -0.02 0.02 0.01
H 0.01 0.01 0.00
H -0.01 0.00 0.01
H 0.00 0.00 -0.04
H -0.01 0.00 -0.04
H 0.00 -0.03 -0.01
H -0.01 0.02 0.00
H 0.00 -0.02 0.00
H 0.03 0.00 -0.03
H -0.01 0.01 0.00
H 0.03 0.02 0.00
H -0.02 -0.01 -0.03
H 0.04 0.02 -0.01
H 0.02 -0.01 0.03
H -0.01 -0.02 0.00
H -0.01 0.01 -0.01
H -0.01 -0.01 0.01
H -0.03 0.02 0.00
H 0.00 0.01 0.01
H -0.01 -0.01 -0.01
H 0.01 0.01 -0.01
H -0.02 0.02 -0.01
H 0.00 -0.02 -0.03
H 0.00 -0.02 0.02
H 0.01 0.00 0.00
H -0.02 0.01 0.01
H 0.02 -0.01 0.02
H 0.00 0.00 0.01
H 0.02 0.00 -0.01
H 0.02 0.03 0.00
H 0.02 0.00 0.01
H -0.02 -0.01 -0.01
H 0.00 0.03 -0.03
H 0.01 0.00 0.02
H 0.00 -0.03 -0.05
I 0.04 -0.70 -0.55
I -0.28 0.31 0.23

Its HOMO energy is -14.355 eV. For the energy relative to the best compared isomer or geometry (same formula, charge and spin), the calculation gives 0.0 kcal/mol. Its charge is +2. As for the spin multiplicity: 1. As for the max |F|: 0.018 Eh/bohr.

---

(4)
# C5H6S

The molecule C5H6S (wB97M-V/def2-TZVPD, OMol25).

Each line ends with the natural charge from an NBO analysis.
CARTESIAN COORDINATES (ANGSTROEM)
C  -3.1288  0.3288  -0.2815  -0.2444
C  -2.3282  -0.5130  -0.0529  -0.0294
C  -1.1408  -1.2571  0.1762  -0.3284
C  -0.1380  -0.3759  0.1676  -0.2622
S  1.4343  -0.9912  -0.2903  0.2477
C  2.4423  0.5551  -0.0075  -0.7311
H  -3.6942  1.1667  -0.5056  0.2232
H  -1.1100  -2.3104  0.1497  0.2371
H  -0.1731  0.6496  0.3654  0.2205
H  3.3597  0.6576  -0.5890  0.2359
H  1.8401  1.4769  -0.1806  0.2159
H  2.6366  0.6129  1.0485  0.2151

Cartesian forces, eV/Å:
C -0.68 0.60 -0.13
C 0.24 -1.37 0.79
C -1.02 2.23 -0.08
C 2.17 -2.94 -0.29
S 1.11 1.30 0.05
C -1.10 0.49 0.25
H -0.95 0.75 -0.27
H 0.36 -0.91 -0.24
H -0.61 1.37 -0.12
H -0.22 -0.54 0.00
H 0.14 -0.82 -0.38
H 0.56 -0.17 0.42

Its HOMO energy is -8.008 eV. For the energy relative to the best compared isomer or geometry (same formula, charge and spin), the calculation gives 56.2 kcal/mol. As for the spin multiplicity: 1. As for the max |F|: 0.071 Eh/bohr.

---

(5)
# C4H12O3

A cluster of 3 separate species, C4H12O3 in total (wB97M-V/def2-TZVPD, OMol25).

Each line ends with the Mulliken spin population.
CARTESIAN COORDINATES (ANGSTROEM)
C  0.3497  -2.1526  1.0254  0.2041
C  0.1975  1.4559  -0.1617  -0.0403
O  0.7588  2.3635  -1.0945  -0.0324
C  0.5698  -0.0317  -0.4270  0.2307
C  -0.1566  -0.7931  0.4419  0.4059
H  -0.2827  -2.4586  1.8069  -0.0658
H  1.4352  -2.0522  1.1427  -0.1699
H  0.1491  -2.9425  0.2180  0.0547
H  -0.8526  1.5594  -0.1184  0.1221
H  0.5518  1.8582  0.7739  0.0454
H  0.3623  3.1827  -0.7778  -0.0372
H  1.6638  -0.2433  -0.4676  0.0002
H  -1.0130  -0.3346  0.9031  0.0847
H  -6.3751  -0.6866  1.2224  -0.0593
H  -6.7468  -1.4609  2.4580  -0.0440
O  -6.8904  -1.4646  1.4769  0.1730
H  4.8593  0.3149  -0.8996  -0.0642
H  6.2629  0.3526  -1.3511  -0.0672
O  5.4096  0.6061  -1.6551  0.2595

Cartesian forces, eV/Å:
C -0.93 1.05 -4.07
C 1.75 -1.53 -0.69
O -0.34 0.76 -0.84
C 0.48 2.24 0.93
C 0.14 -2.28 1.06
H -0.26 -0.33 1.65
H 0.03 -0.41 0.63
H 0.67 0.71 0.97
H -1.53 -0.12 -0.25
H 0.36 -0.40 1.21
H 0.42 0.36 -0.51
H -0.33 0.06 -0.39
H -0.43 -0.09 0.31
H -0.04 -0.17 -0.28
H -0.28 -0.24 -1.24
O 0.34 0.39 1.50
H -0.15 0.28 -0.61
H 1.31 -0.26 0.16
O -1.20 -0.03 0.45

Its HOMO energy (alpha / beta) is 0.969 / -3.875 eV. For the energy relative to the best compared isomer or geometry (same formula, charge and spin), the calculation gives 67.7 kcal/mol. Its charge is -1. As for the spin multiplicity: 2. As for the max |F|: 0.084 Eh/bohr.

---

Q: The lowest max |F| belongs to which entry?
A: C28H40HfI2O2Se

---

Q: Among the records above, which one has the highest energy relative to the best compared isomer or geometry (same formula, charge and spin)?
A: H41O20

---

Q: Number 2 is which compound?
A: C4H6Br3NO3